{"formula": "C4H16O3", "method": "ωB97M-V with the def2-TZVPD basis set", "spin_multiplicity": 1, "charge": 0, "homo_energy_ev": -11.24, "de_lowest_kcal_mol": 15.7, "smiles": "CCCC.O.O.O", "species": ["C", "C", "C", "C", "H", "H", "H", "H", "H", "H", "H", "H", "H", "H", "O", "H", "H", "O", "H", "H", "O", "H", "H"], "coordinates": [[-2.013, 0.293, -1.626], [-2.237, -0.369, -0.255], [-1.054, -0.163, 0.682], [-1.164, -1.005, 1.957], [-2.246, 1.351, -1.560], [-2.748, -0.076, -2.350], [-1.008, 0.232, -2.031], [-2.502, -1.423, -0.335], [-3.080, 0.168, 0.181], [-1.049, 0.877, 1.005], [-0.080, -0.377, 0.231], [-2.064, -0.770, 2.530], [-0.388, -0.744, 2.676], [-1.080, -2.067, 1.721], [3.623, -0.491, 0.326], [3.695, -0.847, 1.215], [3.594, -1.228, -0.305], [0.974, -1.068, -2.379], [0.506, -1.907, -2.286], [0.620, -0.583, -1.624], [0.932, 2.825, 1.256], [1.445, 3.018, 2.050], [1.548, 2.343, 0.693]], "mulliken_charge": [-1.068, -0.374, 0.177, -1.461, 0.306, 0.304, 0.316, 0.359, 0.266, 0.231, 0.023, 0.328, 0.370, 0.354, -0.638, 0.314, 0.322, -0.680, 0.356, 0.197, -0.629, 0.306, 0.317]}

***

{"formula": "C2H5N2O3", "method": "ωB97M-V with the def2-TZVPD basis set", "spin_multiplicity": 1, "charge": -1, "homo_energy_ev": -4.15, "de_lowest_kcal_mol": 49.8, "smiles": "NN(CO)C(=O)[O-]", "species": ["N", "N", "C", "O", "C", "O", "O", "H", "H", "H", "H", "H"], "coordinates": [[-0.287, -1.652, -0.186], [0.045, -0.383, 0.387], [-1.032, 0.564, 0.429], [-0.964, 1.563, -0.554], [1.382, 0.110, 0.069], [2.200, -0.765, -0.216], [1.520, 1.344, 0.145], [0.610, -2.146, -0.135], [-0.462, -1.522, -1.194], [-1.976, 0.022, 0.301], [-1.027, 1.037, 1.430], [-0.009, 1.828, -0.476]], "mulliken_charge": [-0.775, 0.155, -0.288, -0.580, 0.606, -0.747, -0.806, 0.318, 0.206, 0.305, 0.190, 0.416]}

***

{"formula": "C2H6NO2", "method": "ωB97M-V with the def2-TZVPD basis set", "spin_multiplicity": 1, "charge": 1, "homo_energy_ev": -15.74, "de_lowest_kcal_mol": 20.4, "smiles": "[NH3+]CC(=O)O", "species": ["N", "C", "C", "O", "O", "H", "H", "H", "H", "H", "H"], "coordinates": [[-0.987, -0.452, -0.950], [0.374, -0.245, -0.411], [0.357, 0.622, 0.906], [-0.607, 0.810, 1.604], [1.625, 0.562, 1.368], [-1.598, -1.080, -0.391], [-1.145, -0.787, -1.952], [-1.596, 0.363, -0.953], [0.874, -1.234, -0.084], [1.050, 0.144, -1.166], [1.654, 1.298, 2.030]], "mulliken_charge": [-0.364, -0.515, 0.561, -0.470, -0.396, 0.396, 0.395, 0.372, 0.293, 0.348, 0.380]}

***

{"formula": "C5H9N", "method": "ωB97M-V with the def2-TZVPD basis set", "spin_multiplicity": 1, "charge": 0, "homo_energy_ev": -9.16, "de_lowest_kcal_mol": 85.0, "smiles": "C=CC[C@@H]1CN1", "species": ["C", "C", "C", "C", "C", "N", "H", "H", "H", "H", "H", "H", "H", "H", "H"], "coordinates": [[2.924, 0.144, 0.269], [1.591, 0.199, -0.370], [0.412, -0.579, 0.109], [-0.896, 0.009, -0.475], [-1.809, 0.787, 0.437], [-2.192, -0.523, -0.125], [3.673, 0.793, -0.266], [3.324, -0.623, 1.225], [1.334, 0.801, -1.346], [0.335, -0.727, 1.158], [0.471, -1.585, -0.380], [-0.787, 0.265, -1.506], [-1.664, 0.969, 1.559], [-2.551, 1.608, 0.001], [-2.125, -1.205, 0.606]], "mulliken_charge": [-0.688, -0.153, -0.396, -0.022, -0.425, -0.594, 0.247, 0.212, 0.179, 0.367, 0.220, 0.362, 0.217, 0.200, 0.272]}

***

{"formula": "C4H5O4PS", "method": "ωB97M-V with the def2-TZVPD basis set", "spin_multiplicity": 1, "charge": -2, "homo_energy_ev": -1.30, "de_lowest_kcal_mol": 0.0, "species": ["C", "C", "C", "C", "O", "O", "O", "O", "P", "S", "H", "H", "H", "H", "H"], "coordinates": [[-3.635, -0.098, 0.031], [-2.730, 2.128, 0.655], [-3.776, 0.095, 1.592], [-3.125, 1.469, 1.747], [-4.061, -1.128, -0.642], [-4.032, -2.885, 1.475], [-3.031, 0.769, -0.568], [-2.391, 3.122, 0.035], [-4.499, -2.888, 0.082], [11.175, 0.671, -0.140], [-4.848, 0.204, 1.969], [-3.246, -0.698, 1.988], [-3.096, 1.986, 2.683], [-3.406, -3.536, -0.555], [10.362, 1.400, -1.114]], "mulliken_charge": [0.687, 0.665, -0.317, -0.832, -0.527, -0.567, -0.473, -0.627, 0.109, -0.962, 0.250, 0.361, 0.335, -0.064, -0.038]}

***

{"formula": "C8H13F4N2", "method": "ωB97M-V with the def2-TZVPD basis set", "spin_multiplicity": 1, "charge": 1, "homo_energy_ev": [-12.43, -12.43], "de_lowest_kcal_mol": 66.6, "smiles": "CCCCN(F)/C=C(/F)[N+](C)=C(F)F", "species": ["C", "C", "C", "C", "N", "F", "C", "C", "F", "N", "C", "C", "F", "F", "H", "H", "H", "H", "H", "H", "H", "H", "H", "H", "H", "H", "H"], "coordinates": [[0.481, 1.452, 2.697], [-0.477, 1.424, 1.511], [-1.309, 0.141, 1.430], [-0.501, -1.073, 0.961], [0.032, -0.925, -0.362], [1.383, -0.583, -0.434], [-0.622, -0.905, -1.514], [-0.196, -0.706, -2.789], [-1.088, -0.999, -3.765], [1.031, -0.311, -3.359], [1.505, -1.115, -4.484], [1.682, 0.754, -3.008], [2.843, 1.065, -3.475], [1.265, 1.546, -2.069], [1.056, 2.372, 2.680], [1.182, 0.620, 2.674], [-0.068, 1.411, 3.635], [-1.166, 2.265, 1.600], [0.084, 1.559, 0.582], [-1.709, -0.094, 2.417], [-2.150, 0.295, 0.754], [0.350, -1.236, 1.623], [-1.124, -1.972, 0.970], [-1.662, -1.198, -1.423], [2.315, -0.610, -5.003], [1.852, -2.080, -4.108], [0.684, -1.296, -5.179]], "mulliken_charge": [-1.235, -0.017, -0.582, -0.885, 0.222, -0.232, -0.106, -0.015, -0.291, 0.171, -0.941, 0.761, -0.141, -0.099, 0.360, 0.319, 0.330, 0.350, -0.009, 0.415, 0.323, 0.417, 0.345, 0.463, 0.393, 0.348, 0.337]}